(1)
This record from the Open Molecules 2025 dataset describes C12H17ClN4O3 in the gas phase. The level of theory is ωB97M-V/def2-TZVPD.

SMILES string: CCOC(=O)N1CCN(C(=O)c2c(Cl)cnn2C)CC1
net charge: 0
energy: -1372.43021 a.u.
largest force on an atom: 0.8 eV Å⁻¹

Last column: Löwdin charge in e.
CARTESIAN COORDINATES (ANGSTROEM)
C 3.98770 -2.26106 -3.49522  -0.065
C 2.54975 -1.77882 -3.44839  -0.223
O 2.14585 -1.70048 -2.08055  -0.011
C 0.81484 -1.63142 -1.87072  -0.545
O -0.01287 -1.62022 -2.75130  0.098
N 0.49908 -1.61041 -0.55258  -0.029
C -0.89827 -1.42973 -0.19746  -0.098
C -1.02489 -0.85100 1.21434  -0.152
N -0.10206 0.24243 1.39393  -0.029
C -0.43493 1.53855 1.57493  -0.402
O 0.38530 2.43730 1.47463  0.073
C -1.83621 1.83410 1.95758  -0.157
C -2.63229 1.35065 2.99436  -0.629
Cl -2.25111 0.09448 4.09570  0.712
C -3.78852 2.13760 2.97400  -0.146
N -3.70466 3.03265 2.00782  0.085
N -2.53543 2.86152 1.42024  -0.152
C -2.13995 3.69385 0.32024  0.002
C 1.30009 -0.04409 1.12021  -0.096
C 1.45663 -1.43606 0.51265  -0.113
H 4.06918 -3.24462 -3.04019  0.077
H 4.31763 -2.31902 -4.52819  0.077
H 4.63174 -1.57290 -2.95426  0.075
H 2.45193 -0.78565 -3.90180  0.129
H 1.87852 -2.46320 -3.97770  0.124
H -1.42511 -2.38960 -0.25109  0.134
H -1.35301 -0.75971 -0.93461  0.130
H -2.04552 -0.49944 1.35644  0.108
H -0.82352 -1.62368 1.96326  0.117
H -4.64779 2.08325 3.60942  0.105
H -2.77818 4.57431 0.32566  0.093
H -1.09544 3.97986 0.44019  0.086
H -2.26211 3.16568 -0.62803  0.097
H 1.67284 0.72022 0.42985  0.132
H 1.87574 0.03665 2.04895  0.136
H 1.29500 -2.20968 1.27057  0.128
H 2.46006 -1.55230 0.10713  0.128

(2)
This record from the Open Molecules 2025 dataset describes C12H17F11O7P2 in the gas phase in a non-equilibrium geometry. The level of theory is ωB97M-V/def2-TZVPD.

SMILES string: CP(CCOCC(F)(F)C(F)(F)C(F)(F)C(F)F)(COC(F)(F)F)(CC(=O)O)P(=O)(O)O
net charge: 0
energy: -2775.25964 a.u.
largest force on an atom: 5.6 eV Å⁻¹

Last column: Löwdin charge in e.
CARTESIAN COORDINATES (ANGSTROEM)
C 0.47944 0.21156 1.25138  -0.202
P 1.87141 -0.39993 0.12161  0.757
C 1.51178 -1.18364 -1.60203  -0.236
C -0.01212 -1.69958 -1.74996  -0.226
O -0.82269 -0.90477 -2.64645  -0.147
C -1.67460 0.02300 -1.89904  -0.068
C -3.03306 -0.65781 -1.39255  -0.221
F -3.39214 -1.61167 -2.41090  0.056
F -2.85752 -1.45592 -0.20302  0.050
C -4.26894 0.34898 -1.21183  -0.207
F -5.34088 -0.18555 -2.01208  0.068
F -4.04260 1.65789 -1.70811  0.084
C -4.85232 0.44579 0.27941  -0.218
F -5.47255 -0.76883 0.71762  0.084
F -5.93355 1.39741 0.21843  0.054
C -3.83345 1.01580 1.37496  -0.143
F -3.34573 -0.01564 2.25631  0.010
F -2.74453 1.75581 0.83493  0.031
C 2.00750 1.29005 -0.80349  -0.321
O 2.36140 2.40750 0.07086  -0.056
C 1.85061 3.61381 -0.50293  -0.444
F 0.41933 3.63362 -0.37564  0.063
F 2.31603 4.74789 0.21783  0.097
F 2.21651 3.76773 -1.85803  0.098
C 3.73731 -0.33588 0.58727  -0.168
C 4.02833 0.35880 1.99400  -0.410
O 5.14768 0.13028 2.53070  0.068
O 3.14163 1.21113 2.70549  0.019
P 1.70200 -2.38850 1.14285  0.552
O 2.61357 -2.49743 2.38606  -0.380
O 2.06610 -3.69862 0.11485  -0.222
O 0.09277 -2.68717 1.72083  -0.248
H -0.53591 -0.24896 0.94665  0.051
H 0.76970 -0.06887 2.33287  0.062
H 0.32405 1.34210 1.25133  0.072
H 2.29149 -1.99716 -1.86105  0.108
H 1.65034 -0.38166 -2.42455  0.099
H -0.43604 -1.81293 -0.69598  0.091
H 0.03857 -2.75669 -2.20089  0.147
H -1.01738 0.44000 -1.06094  0.116
H -1.84883 0.90312 -2.62641  0.165
H -4.42905 1.72466 2.06110  0.188
H 2.89232 1.17153 -1.54321  0.112
H 1.08515 1.49294 -1.46673  0.111
H 4.34503 0.21743 -0.22328  0.122
H 4.17144 -1.40619 0.60031  0.112
H 2.63337 0.71947 3.38793  0.120
H 2.09996 -4.48114 0.72173  0.084
H 0.02910 -2.38374 2.65181  0.067

(3)
This record from the Open Molecules 2025 dataset describes 3 unconnected molecules or ions with the total composition C12H17F6NO8 in a non-equilibrium geometry. The level of theory is ωB97M-V/def2-TZVPD.

SMILES string: CCOC(=O)C(F)(F)F.CCOC(=O)C(F)(F)F.O=COCCNC(=O)O
net charge: 0
energy: -1723.35898 a.u.
largest force on an atom: 5.0 eV Å⁻¹

Last column: Löwdin charge in e.
CARTESIAN COORDINATES (ANGSTROEM)
C -3.40049 3.87266 0.65686  -0.059
C -3.43056 2.40914 1.04259  -0.190
O -3.98251 1.60869 -0.02133  0.037
C -3.14254 1.25646 -0.98486  -0.397
O -1.98314 1.54733 -1.04803  0.160
C -3.86354 0.36752 -2.00686  -0.534
F -5.07833 0.84592 -2.31335  0.165
F -4.02712 -0.87539 -1.52113  0.163
F -3.16741 0.27095 -3.14355  0.163
H -4.39444 4.21004 0.35987  0.083
H -3.05741 4.47977 1.49402  0.084
H -2.73463 4.04195 -0.18976  0.078
H -4.08339 2.26107 1.90051  0.127
H -2.44174 2.04571 1.32007  0.124
C 2.47637 -0.22838 2.20616  -0.053
C 1.91054 -1.26832 3.14711  -0.189
O 1.56593 -0.68076 4.41660  0.035
C 0.38050 -0.08631 4.48237  -0.398
O -0.41186 0.00394 3.58977  0.163
C 0.14195 0.44280 5.90277  -0.535
F 1.23204 1.04997 6.39666  0.163
F -0.17424 -0.56361 6.73589  0.163
F -0.86027 1.32488 5.93105  0.165
H 3.32099 0.28631 2.66639  0.088
H 2.80437 -0.68824 1.27540  0.068
H 1.72845 0.52978 1.96918  0.081
H 2.65948 -2.02943 3.35854  0.127
H 1.04865 -1.77391 2.71274  0.126
O 2.55456 0.59411 -1.55472  0.155
C 1.65807 -0.09247 -1.36644  -0.379
O 1.75455 -1.40115 -0.94618  -0.073
C 2.27055 -2.22177 -2.01126  -0.151
C 1.21456 -2.44902 -3.10204  -0.164
N 1.39499 -1.59695 -4.28525  0.053
C 2.65827 -1.78669 -4.89206  -0.636
O 3.36306 -2.70477 -4.75466  0.163
O 3.03937 -0.74749 -5.66128  0.123
H 0.63927 0.27811 -1.55590  0.145
H 3.20424 -1.78764 -2.37185  0.124
H 2.51275 -3.18961 -1.58147  0.130
H 0.25373 -2.17689 -2.66307  0.124
H 1.15573 -3.51481 -3.33684  0.122
H 0.70764 -1.87788 -4.98031  0.142
H 2.58302 0.01437 -5.27234  0.118

(4)
This record from the Open Molecules 2025 dataset describes a molecular structure, C12H17F9Ni2O8 in a non-equilibrium geometry. The level of theory is ωB97M-V/def2-TZVPD.

ΔE to the lowest compared entry with this formula, charge and spin: 94.0 kcal per mole
net charge: +2
energy: -4984.08395 a.u.
spin multiplicity: 5
largest force on an atom: 4.4 eV Å⁻¹

Last column: Löwdin charge in e.
CARTESIAN COORDINATES (ANGSTROEM)
Ni -7.78821 10.73100 -19.59136  1.108
Ni -5.86714 12.98730 -18.61133  1.080
O -7.05041 12.56831 -20.28946  -0.348
H -7.04168 13.05581 -21.13609  0.003
O -6.71383 11.24541 -18.04381  -0.336
H -6.42194 10.95312 -17.15843  0.067
C -3.80364 10.83778 -22.59458  -0.012
C -4.10004 11.63021 -21.26808  -0.215
O -2.89889 12.02926 -20.64123  0.055
C -2.90793 12.48713 -19.34937  -0.209
O -3.81068 12.16876 -18.54881  0.060
C -1.71616 13.39681 -18.93086  -0.671
F -0.65415 13.11730 -19.60521  0.251
F -1.99399 14.63578 -18.95807  0.261
F -1.42964 13.15322 -17.66781  0.205
H -4.74392 10.63721 -23.10814  0.085
H -3.37374 9.87406 -22.32158  0.089
H -3.11427 11.32326 -23.28536  0.077
H -4.57357 10.86309 -20.65539  0.104
H -4.91305 12.35131 -21.35242  0.092
C -9.28565 12.84157 -24.42519  -0.051
C -9.14454 12.45839 -22.99127  -0.228
O -10.42374 12.20557 -22.47088  0.087
C -10.54465 11.91660 -21.15182  -0.237
O -9.60566 11.69582 -20.38453  0.043
C -12.02765 11.70927 -20.66227  -0.594
F -12.36392 12.90006 -20.20791  0.207
F -12.73277 11.39668 -21.70096  0.241
F -12.20051 10.84612 -19.66837  0.204
H -10.00886 12.24968 -24.98620  0.101
H -8.34492 12.70617 -24.95886  0.085
H -9.52670 13.88722 -24.61653  0.086
H -8.51292 13.21120 -22.51964  0.107
H -8.63869 11.49422 -23.04220  0.134
C -2.27513 14.46585 -22.98727  -0.024
C -3.38988 14.56651 -24.08487  -0.188
O -4.43635 15.45056 -23.80885  0.026
C -5.72690 15.13179 -24.04026  -0.318
O -6.10158 14.20358 -24.75309  0.134
C -6.81286 15.89513 -23.25746  -0.554
F -6.74421 15.40534 -21.97811  0.100
F -6.56243 17.14546 -23.13116  0.244
F -8.08895 15.69216 -23.61068  0.177
H -1.66451 15.36535 -23.06565  0.086
H -1.64345 13.59194 -23.14646  0.083
H -2.68001 14.43345 -21.97577  0.052
H -3.85008 13.60746 -24.32266  0.109
H -3.01587 15.05666 -24.98375  0.143

(5)
This record from the Open Molecules 2025 dataset describes 2 unconnected molecules or ions with the total composition C12H17N in a non-equilibrium geometry. The level of theory is ωB97M-V/def2-TZVPD.

ΔE to the lowest compared entry with this formula, charge and spin: 24.4 kcal per mole
SMILES string: Cc1c[nH]c2ccccc12.CCC
net charge: 0
energy: -522.18142 a.u.
largest force on an atom: 2.2 eV Å⁻¹

Last column: Löwdin charge in e.
CARTESIAN COORDINATES (ANGSTROEM)
C -0.55959 -0.55242 2.76036  -0.058
C 0.43830 0.47136 2.39141  -0.239
C 1.51927 0.75054 3.18982  -0.035
N 2.13827 1.95755 2.73845  0.061
C 1.45135 2.38047 1.60827  -0.218
C 1.58442 3.51677 0.79132  -0.025
C 0.77112 3.66023 -0.31736  -0.092
C -0.14859 2.64402 -0.64112  -0.103
C -0.33814 1.57643 0.20592  -0.037
C 0.36210 1.51633 1.41748  -0.147
H -1.30600 -0.18447 3.45892  0.078
H -0.14043 -1.34281 3.40498  0.082
H -1.08047 -0.98187 1.89975  0.073
H 1.96372 0.14309 3.95843  0.114
H 3.13999 1.93395 2.66148  0.137
H 2.35216 4.21302 1.10436  0.106
H 0.94187 4.44595 -1.04126  0.097
H -0.71743 2.66214 -1.56361  0.097
H -1.26410 1.01972 0.07284  0.109
C -1.67971 -1.75272 -3.00152  -0.143
C -1.21751 -3.20286 -3.01107  -0.300
C -0.21391 -3.38633 -1.85753  -0.140
H -1.05693 -1.12373 -3.63315  0.066
H -2.71408 -1.52461 -3.28848  0.067
H -1.60047 -1.31122 -1.99825  0.057
H -0.62560 -3.35916 -3.91600  0.097
H -2.09262 -3.82927 -2.83834  0.100
H 0.66523 -2.74300 -1.84565  0.071
H 0.14375 -4.41490 -1.80926  0.061
H -0.71594 -3.18220 -0.90117  0.065

(6)
This record from the Open Molecules 2025 dataset describes 2 unconnected molecules or ions with the total composition C12H17N in a non-equilibrium geometry. The level of theory is ωB97M-V/def2-TZVPD.

ΔE to the lowest compared entry with this formula, charge and spin: 36.2 kcal per mole
SMILES string: Cc1c[nH]c2ccccc12.CCC
net charge: 0
energy: -522.16264 a.u.
largest force on an atom: 4.1 eV Å⁻¹

Last column: Löwdin charge in e.
CARTESIAN COORDINATES (ANGSTROEM)
C -0.49350 -1.00298 3.53627  -0.043
C 0.12478 -0.61125 2.23942  -0.220
C -0.16179 0.52841 1.55118  -0.106
N 0.50649 0.65559 0.37296  0.065
C 1.31261 -0.49873 0.24036  -0.195
C 2.14899 -0.99745 -0.74129  -0.057
C 2.67876 -2.24032 -0.61188  -0.115
C 2.38428 -3.02534 0.52963  -0.113
C 1.63114 -2.58092 1.56120  -0.024
C 1.02511 -1.30360 1.36020  -0.130
H -0.18987 -2.05893 3.71027  0.078
H -1.57121 -1.11229 3.43280  0.078
H -0.25515 -0.41477 4.40160  0.070
H -0.86799 1.35220 1.74771  0.131
H 0.71925 1.47064 -0.16158  0.141
H 2.52657 -0.27786 -1.60312  0.147
H 3.39183 -2.62284 -1.29691  0.087
H 2.93325 -3.99353 0.49236  0.111
H 1.53776 -3.17576 2.43739  0.097
C -2.36348 1.49639 -1.11094  -0.144
C -1.64054 1.51037 -2.42425  -0.337
C -1.34760 2.94139 -2.88403  -0.131
H -2.81596 2.42237 -0.78306  0.060
H -1.69436 1.26357 -0.17530  0.051
H -3.02406 0.54360 -1.09965  0.101
H -0.65722 1.04950 -2.26022  0.079
H -2.12802 0.86482 -3.24368  0.129
H -2.27327 3.41636 -3.08565  0.056
H -0.63744 3.53745 -2.31490  0.071
H -0.79935 2.86388 -3.81691  0.062

(7)
This record from the Open Molecules 2025 dataset describes 2 unconnected molecules or ions with the total composition C12H17N in a non-equilibrium geometry. The level of theory is ωB97M-V/def2-TZVPD.

ΔE to the lowest compared entry with this formula, charge and spin: 19.3 kcal per mole
SMILES string: CCc1c[nH]c2ccccc12.CC
net charge: 0
energy: -522.18959 a.u.
largest force on an atom: 1.2 eV Å⁻¹

Last column: Löwdin charge in e.
CARTESIAN COORDINATES (ANGSTROEM)
C -0.69838 0.91804 -2.70546  -0.096
C -1.85135 0.32831 -1.86225  -0.182
C -1.38243 -0.13703 -0.50979  -0.181
C -0.72798 0.64897 0.39138  -0.068
N -0.05444 -0.11156 1.31377  0.082
C -0.21941 -1.44149 0.97905  -0.214
C 0.26730 -2.56693 1.64389  -0.022
C -0.15265 -3.78228 1.13515  -0.107
C -1.11226 -3.87511 0.11793  -0.105
C -1.63367 -2.73862 -0.46871  -0.026
C -1.11879 -1.49021 -0.09452  -0.136
H -0.88516 1.93894 -3.03289  0.063
H -0.61442 0.36108 -3.63956  0.062
H 0.29896 0.87089 -2.27915  0.068
H -2.56649 1.13652 -1.73205  0.101
H -2.32728 -0.44664 -2.44996  0.098
H -0.76014 1.72689 0.44434  0.119
H 0.66526 0.10102 1.97854  0.125
H 0.84239 -2.46700 2.55309  0.106
H 0.35968 -4.69049 1.44138  0.098
H -1.51695 -4.84449 -0.13598  0.095
H -2.39991 -2.82397 -1.23280  0.108
C 2.42152 2.29405 1.43457  -0.159
C 1.96175 3.53219 0.64102  -0.159
H 2.84725 1.57828 0.73673  0.065
H 3.25796 2.51195 2.09654  0.064
H 1.54817 1.92192 1.95287  0.034
H 2.64106 3.78478 -0.17776  0.063
H 1.91036 4.39958 1.29910  0.062
H 1.00005 3.36241 0.16152  0.043